Density functional theory data (ωB97M-V/def2-TZVPD) for an isolated ion of composition C14H19N2 and charge +1 at a distorted geometry.

```
35
Properties=species:S:1:pos:R:3:lowdin_charge:R:1
C -0.047 -0.659 1.258 -0.19
C 1.352 -0.380 1.523 0.07
C 0.360 -0.320 -1.172 0.08
C -4.576 0.525 -0.766 -0.10
C -4.142 -0.801 -0.819 -0.05
C -3.694 1.487 -0.372 -0.04
C -2.829 -1.183 -0.503 -0.05
C -2.329 1.080 -0.035 0.03
C -1.966 -0.254 -0.156 -0.32
N -0.542 -0.523 -0.074 0.05
N 1.662 -0.225 -0.997 -0.03
C -0.935 -1.228 2.370 -0.01
C 2.416 0.072 -2.264 0.01
C 3.692 -0.606 0.420 0.01
C 2.307 1.639 0.405 -0.03
C 2.211 0.117 0.337 -0.44
H 1.787 -0.378 2.447 0.09
H 0.092 -0.164 -2.183 0.15
H -5.657 0.806 -0.833 0.13
H -4.915 -1.579 -1.143 0.14
H -4.099 2.505 -0.319 0.12
H -2.497 -2.242 -0.497 0.15
H -1.631 1.787 0.441 0.12
H -0.876 -0.403 3.130 0.11
H -2.008 -1.343 2.075 0.09
H -0.552 -2.154 2.841 0.10
H 2.161 -0.555 -3.154 0.13
H 3.453 -0.199 -2.128 0.09
H 2.387 1.078 -2.549 0.08
H 3.693 -1.606 0.162 0.05
H 4.327 -0.017 -0.192 0.05
H 4.206 -0.569 1.496 0.14
H 1.426 2.319 0.376 0.10
H 2.896 1.898 1.307 0.11
H 2.867 2.075 -0.431 0.08
```

Calculated values
HOMO-LUMO gap: 0.3024 hartree
highest occupied orbital energy: -11.953 eV
charge: +1
relative energy (zero: lowest compared OMol25 entry of this formula, charge and spin): 64.7 kcal per mole
LUMO energy: -0.137 Eh